Entry from the Open Molecules 2025 dataset: C3H6N4S in the gas phase (ωB97M-V/def2-TZVPD).

Output
DFT total energy (Eh): -734.9169
Energy relative to the best compared isomer or geometry (same formula, charge and spin) (eV): 6.228
SMILES: [H]/N=C\N/N=C\C=N/S
Total charge: 0
E_LUMO (eV): -0.32
M (g/mol): 130.18
2S+1: 1

Last columns: bonded neighbours and bond lengths (Å).
Atoms and positions in Å:
1 H 0.901 3.121 -0.449  N2 1.228
2 N -0.040 3.115 -1.238  H1 1.228, C3 1.512
3 C -0.858 1.844 -1.200  N2 1.512, N4 1.395, H10 1.202
4 N -0.472 0.678 -0.539  C3 1.395, N5 1.459, H11 0.982
5 N 0.916 0.580 -0.102  N4 1.459, C6 1.290
6 C 1.103 -0.486 0.599  N5 1.290, C7 1.533, H12 1.052
7 C 0.285 -1.481 1.430  C6 1.533, N8 1.267, H13 1.156
8 N -0.380 -2.527 1.166  C7 1.267, S9 1.748
9 S -0.966 -2.719 -0.470  N8 1.748, H14 1.352
10 H -1.992 1.682 -1.566  C3 1.202
11 H -1.032 0.158 0.079  N4 0.982
12 H 2.088 -0.668 0.921  C6 1.052
13 H 0.681 -1.492 2.517  C7 1.156
14 H -0.236 -1.805 -1.148  S9 1.352